Below is C16H35F6NO10V as an isolated structure at a distorted geometry, with properties calculated with the ωB97M-V functional and the def2-TZVPD basis.

The geometry in XYZ format:
```
69
Properties=species:S:1:pos:R:3:nbo_charge:R:1
O -1.100 -0.800 -0.450 -0.858
V -0.913 -0.936 1.092 1.374
C -4.284 -0.490 1.660 0.326
O -4.559 -0.727 0.262 -0.558
O -2.938 -0.054 1.665 -0.887
C -5.555 0.188 2.373 0.920
F -6.672 -0.585 2.328 -0.345
F -5.172 0.261 3.669 -0.354
F -5.862 1.413 2.075 -0.316
C -5.378 -1.856 -0.087 -0.077
C -5.307 -1.775 -1.623 -0.614
H -5.889 -2.564 -2.100 0.180
H -5.834 -0.897 -1.996 0.201
H -4.267 -1.807 -1.949 0.228
H -6.369 -1.440 0.092 0.168
H -5.143 -2.822 0.360 0.165
H -4.182 -1.436 2.190 0.110
C 2.032 -2.298 0.342 0.337
O 1.394 -2.184 -0.935 -0.554
O 1.035 -2.034 1.258 -0.884
C 3.073 -3.492 0.453 0.927
F 2.607 -4.639 1.057 -0.335
F 3.364 -3.783 -0.843 -0.346
F 4.320 -3.152 0.913 -0.346
C 1.931 -1.367 -2.041 -0.040
C 0.964 -1.540 -3.303 -0.638
H 0.884 -2.584 -3.605 0.211
H -0.016 -1.184 -2.985 0.246
H 1.228 -0.758 -4.016 0.189
H 2.983 -1.458 -2.314 0.159
H 1.904 -0.306 -1.791 0.137
H 2.706 -1.441 0.338 0.092
C -1.475 2.282 -3.916 -0.260
O -0.330 2.936 -3.286 -0.547
C 0.581 2.053 -2.707 -0.084
C 1.655 2.778 -2.001 -0.236
N 2.003 2.188 -0.701 -0.641
C 2.906 3.009 0.139 -0.236
C 3.735 2.054 1.111 -0.070
O 4.933 1.393 0.648 -0.569
C 5.687 0.651 1.632 -0.244
H -2.159 3.102 -4.132 0.185
H -2.069 1.514 -3.421 0.202
H -1.148 1.806 -4.841 0.158
H 0.918 1.374 -3.490 0.160
H 0.048 1.562 -1.893 0.208
H 1.339 3.797 -1.779 0.200
H 2.556 2.884 -2.605 0.164
H 2.456 1.309 -0.911 0.370
H 2.244 3.689 0.674 0.192
H 3.498 3.750 -0.399 0.185
H 3.082 1.226 1.388 0.189
H 4.091 2.597 1.987 0.163
H 6.685 0.347 1.316 0.198
H 5.081 -0.149 2.058 0.183
H 5.839 1.324 2.475 0.151
O -1.831 -2.930 0.819 -0.899
H -1.532 -3.504 0.114 0.490
H -2.370 -3.494 1.375 0.475
C 0.529 0.568 3.450 -0.081
C 0.135 1.671 2.467 -0.109
O 0.178 1.053 1.129 -0.740
O -0.397 -0.547 3.460 -0.728
H 0.558 1.029 4.437 0.159
H 1.497 0.089 3.299 0.193
H 0.738 2.562 2.637 0.175
H -0.902 1.983 2.588 0.216
H 0.592 1.695 0.549 0.518
H -0.339 -1.100 4.243 0.492
```

## Properties
* total charge: -1
* 2S+1: 3
* lowest unoccupied orbital energy (alpha / beta): 2.60 / 2.58 eV
* E_tot: -2980.87552 hartree
* <S²>: 2.01